Molecular formula: C59H145N9O19
Method: DFT, ωB97M-V/def2-TZVPD

Each atom is followed by the atoms it is bonded to, with distances in Å.
Geometry (Å):
1 H 0.735 2.603 5.911  C4 1.090
2 C 0.053 -1.184 -7.352  N42 1.464, H53 1.090, C57 1.554, H65 1.090
3 H -2.519 -1.602 5.842  C199 1.090
4 C 0.265 3.585 5.861  H1 1.090, C125 1.533, H136 1.090, C159 1.590
5 H -1.597 7.167 5.157  C192 1.090
6 H -0.655 2.232 3.689  C164 1.090
7 O 0.025 -0.046 2.252  H75 0.960, C103 1.435
8 H -0.896 8.418 -4.566  C112 1.090
9 H -0.766 0.065 5.746  N123 1.010
10 O -8.167 1.184 -5.045  C35 1.400, C102 1.433
11 H 9.289 4.162 -3.696  C222 1.090
12 C -3.767 0.016 -1.042  H78 1.090, H86 1.090, C180 1.536, O210 1.400
13 H 6.864 -4.057 -2.161  C188 1.090
14 C 7.743 -2.787 -4.175  N71 1.431, C108 1.566, H117 1.090, H166 1.090
15 C 1.644 -1.201 5.544  H25 1.090, O87 1.400, H191 1.090, C211 1.576
16 H 1.372 -4.560 3.925  C82 1.090
17 H -2.277 -3.294 2.602  C150 1.090
18 N -3.466 -4.387 3.789  H33 1.010, C150 1.420, C165 1.429
19 H -4.908 -3.783 -9.861  C232 1.090
20 C -1.084 -4.897 3.379  O77 1.371, H146 1.090, C150 1.542, H172 1.090
21 H 1.154 -1.776 0.354  C27 1.090
22 H -3.972 -0.159 4.257  C51 1.090
23 H -1.489 -5.980 -2.879  C229 1.090
24 H 7.759 3.290 -2.043  C80 1.090
25 H 2.275 -1.967 5.995  C15 1.090
26 H -7.164 1.645 -6.725  C35 1.090
27 C 0.071 -1.653 0.353  H21 1.090, C103 1.543, H135 1.090, O214 1.419
28 H 9.765 -2.391 -3.369  C108 1.090
29 C 0.287 -2.175 -3.693  H39 1.090, H83 1.090, O178 1.404, H200 1.090
30 H 2.646 1.886 -1.700  C218 1.090
31 H -2.692 -4.786 1.872  C150 1.090
32 H 1.115 1.451 -1.184  C218 1.090
33 H -4.247 -3.782 3.579  N18 1.010
34 C 0.215 -6.272 -0.700  H47 1.090, H113 1.090, H132 1.090, O185 1.408
35 C -8.161 1.787 -6.308  O10 1.400, H26 1.090, H90 1.090, H152 1.090
36 H -2.947 2.533 0.843  C72 1.090
37 C -6.918 0.547 -2.997  C102 1.559, N107 1.443, H205 1.090, H207 1.090
38 H 5.164 4.571 -2.180  C143 1.090
39 H -0.155 -3.031 -3.183  C29 1.090
40 H -1.431 -1.498 1.920  C103 1.090
41 H -6.224 -2.315 2.801  C98 1.090
42 N -1.388 -1.394 -7.506  C2 1.464, C56 1.449, H219 1.010
43 C 2.892 0.541 1.056  H128 1.090, O147 1.403, H170 1.090, H189 1.090
44 O 9.798 -4.015 -4.792  C108 1.470, C167 1.412
45 C 4.881 -3.640 -2.893  H62 1.090, O101 1.476, C188 1.540, H215 1.090
46 H -7.815 -6.828 3.763  C119 1.090
47 H 1.013 -5.824 -0.108  C34 1.090
48 H 1.036 4.086 7.822  C125 1.090
49 H 8.997 -3.990 -2.946  C108 1.090
50 H 2.265 7.249 4.030  C169 1.090
51 C -2.977 0.106 4.614  H22 1.090, O186 1.409, C199 1.530, H220 1.090
52 H 7.798 4.939 -1.389  C80 1.090
53 H 0.611 -2.022 -7.771  C2 1.090
54 H 1.427 1.752 -2.993  C218 1.090
55 H 2.002 3.905 2.798  C216 1.090
56 C -1.764 -1.393 -8.905  N42 1.449, H168 1.090, C187 1.550, H197 1.090
57 C 0.363 -1.128 -5.830  C2 1.554, H61 1.090, H138 1.090, O178 1.384
58 C 0.032 7.959 -2.240  H97 1.090, O104 1.424, C183 1.568, H201 1.090
59 H 6.285 2.675 0.829  C228 1.090
60 H 4.262 -1.641 -1.174  C217 1.090
61 H 1.414 -1.409 -5.756  C57 1.090
62 H 4.512 -4.406 -2.211  C45 1.090
63 H 0.678 5.646 0.650  C204 1.090
64 H -1.932 -4.425 -2.240  C229 1.090
65 H 0.393 -0.257 -7.813  C2 1.090
66 C 2.878 0.482 6.466  H69 1.090, O87 1.392, H160 1.090, H184 1.090
67 H -0.543 5.914 7.066  C121 1.090
68 N 5.358 2.730 -1.204  H96 1.010, C143 1.456, C228 1.469
69 H 3.767 -0.133 6.327  C66 1.090
70 H 5.468 4.644 -0.531  C143 1.090
71 N 6.953 -2.202 -3.136  C14 1.431, H81 1.010, C188 1.465
72 C -2.665 1.615 0.329  H36 1.090, H73 1.090, H149 1.090, O210 1.444
73 H -2.373 0.947 1.140  C72 1.090
74 C 1.325 3.942 -0.429  O154 1.411, H194 1.090, C204 1.568, H223 1.090
75 H -0.122 -0.048 3.201  O7 0.960
76 H -0.436 8.199 4.454  C192 1.090
77 O -0.097 -4.681 2.452  C20 1.371, C82 1.396
78 H -3.392 -0.864 -0.520  C12 1.090
79 H 1.136 6.536 7.334  C121 1.090
80 C 7.247 4.252 -2.032  H24 1.090, H52 1.090, C143 1.586, O181 1.419
81 H 6.347 -1.474 -3.487  N71 1.010
82 C 1.202 -4.913 2.907  H16 1.090, O77 1.396, H127 1.090, H134 1.090
83 H 0.129 -1.265 -3.115  C29 1.090
84 H 5.112 0.180 -0.338  C92 1.090
85 H -5.351 1.588 -2.110  N107 1.010
86 H -2.964 0.256 -1.739  C12 1.090
87 O 1.707 -0.261 6.579  C15 1.400, C66 1.392
88 H -2.388 -1.845 4.142  C199 1.090
89 H -3.763 -0.301 7.156  C111 1.090
90 H -8.431 2.841 -6.251  C35 1.090
91 H 11.309 -5.272 -5.302  C167 1.090
92 C 5.122 0.967 0.417  H84 1.090, O147 1.433, H221 1.090, C228 1.506
93 H -6.727 -4.391 1.062  C133 1.090
94 C 0.501 6.530 5.295  N106 1.531, C121 1.520, C169 1.591, C192 1.494
95 H 0.537 9.332 -4.322  C112 1.090
96 H 4.376 2.614 -0.999  N68 1.010
97 H -0.358 8.977 -2.237  C58 1.090
98 C -5.612 -2.134 1.917  H41 1.090, H105 1.090, H144 1.090, O224 1.414
99 H -0.628 8.233 6.164  C192 1.090
100 H 0.795 7.944 -0.092  C183 1.090
101 O 3.865 -2.593 -3.122  C45 1.476, C217 1.475
102 C -7.189 1.621 -4.094  O10 1.433, C37 1.559, H120 1.090, H173 1.090
103 C -0.356 -1.356 1.806  O7 1.435, C27 1.543, H40 1.090, H156 1.090
104 O 0.624 7.495 -3.449  C58 1.424, C112 1.410
105 H -6.247 -1.711 1.139  C98 1.090
106 N 0.210 5.453 4.247  C94 1.531, O115 1.442, C159 1.444
107 N -5.583 0.671 -2.463  C37 1.443, H85 1.010, C180 1.441
108 C 9.170 -3.237 -3.714  C14 1.566, H28 1.090, O44 1.470, H49 1.090
109 H 6.918 1.690 -0.492  C228 1.090
110 H -6.003 -3.613 -0.282  C133 1.090
111 C -3.788 0.724 6.785  H89 1.090, H176 1.090, O186 1.399, H230 1.090
112 C 0.187 8.317 -4.509  H8 1.090, H95 1.090, O104 1.410, H174 1.090
113 H 0.680 -6.894 -1.464  C34 1.090
114 H -2.496 -6.667 -0.347  C231 1.090
115 O 0.016 5.975 2.916  N106 1.442, H162 0.960
116 H -0.094 -2.173 6.405  C211 1.090
117 H 7.132 -3.566 -4.631  C14 1.090
118 H -0.230 0.171 -0.227  O214 0.960
119 C -7.725 -5.758 3.949  H46 1.090, H122 1.090, H142 1.090, O206 1.451
120 H -7.673 2.464 -3.601  C102 1.090
121 C 0.482 5.942 6.696  H67 1.090, H79 1.090, C94 1.520, C125 1.562
122 H -8.052 -5.572 4.972  C119 1.090
123 N -0.768 -0.697 5.083  H9 1.010, C199 1.450, C211 1.400
124 C -4.885 -5.399 0.255  H129 1.090, C133 1.587, N203 1.506, H227 1.090
125 C 1.054 4.493 6.811  C4 1.533, H48 1.090, C121 1.562, H175 1.090
126 H 2.039 8.231 -1.346  C183 1.090
127 H 1.318 -5.996 2.937  C82 1.090
128 H 1.970 1.092 1.241  C43 1.090
129 H -5.512 -6.142 -0.238  C124 1.090
130 H -5.261 -3.321 -8.180  C232 1.090
131 H -3.461 -1.880 -10.118  C187 1.090
132 H -0.505 -6.881 -0.153  C34 1.090
133 C -5.755 -4.130 0.645  H93 1.090, H110 1.090, C124 1.587, O224 1.362
134 H 1.919 -4.450 2.230  C82 1.090
135 H -0.191 -2.637 -0.036  C27 1.090
136 H -0.767 3.467 6.190  C4 1.090
137 H 1.735 2.481 3.709  C216 1.090
138 H 0.264 -0.164 -5.331  C57 1.090
139 H 10.972 -5.148 -3.565  C167 1.090
140 H -5.361 -6.913 4.800  C190 1.090
141 H -3.860 -1.112 -8.575  C187 1.090
142 H -8.315 -5.138 3.274  C119 1.090
143 C 5.791 4.103 -1.421  H38 1.090, N68 1.456, H70 1.090, C80 1.586
144 H -4.899 -1.346 2.158  C98 1.090
145 H 1.914 8.176 5.530  C169 1.090
146 H -1.205 -5.930 3.706  C20 1.090
147 O 3.866 1.523 0.825  C43 1.403, C92 1.433
148 H 8.723 5.505 -4.716  C222 1.090
149 H -1.839 1.726 -0.374  C72 1.090
150 C -2.418 -4.350 2.832  H17 1.090, N18 1.420, C20 1.542, H31 1.090
151 H 6.152 -2.690 -1.348  C188 1.090
152 H -8.871 1.189 -6.880  C35 1.090
153 H -0.009 -2.430 4.677  C211 1.090
154 O 1.190 3.410 -1.729  C74 1.411, C218 1.441
155 H 2.918 -1.037 -2.094  C217 1.090
156 H 0.156 -2.128 2.380  C103 1.090
157 O -3.286 -3.252 -8.559  C187 1.473, C232 1.401
158 H -4.075 -6.237 2.863  C165 1.090
159 C 0.389 4.024 4.337  C4 1.590, N106 1.444, C164 1.495, C216 1.554
160 H 2.850 1.154 5.608  C66 1.090
161 H 9.121 5.873 -3.120  C222 1.090
162 H -0.932 5.923 2.779  O115 0.960
163 H -0.259 5.380 -0.774  C204 1.090
164 C -0.722 3.318 3.629  H6 1.090, C159 1.495, H182 1.090, H226 1.090
165 C -3.964 -5.726 3.820  N18 1.429, H158 1.090, C190 1.557, H208 1.090
166 H 7.930 -2.057 -4.963  C14 1.090
167 C 11.055 -4.585 -4.495  O44 1.412, H91 1.090, H139 1.090, H179 1.090
168 H -1.647 -0.472 -9.476  C56 1.090
169 C 1.931 7.190 5.066  H50 1.090, C94 1.591, H145 1.090, H225 1.090
170 H 3.039 -0.157 1.880  C43 1.090
171 H -5.101 -1.298 -2.105  C180 1.090
172 H -0.925 -4.417 4.345  C20 1.090
173 H -6.262 2.005 -4.518  C102 1.090
174 H 0.478 7.915 -5.479  C112 1.090
175 H 2.103 4.655 6.564  C125 1.090
176 H -3.534 1.387 7.612  C111 1.090
177 H -4.549 -4.873 -8.588  C232 1.090
178 O -0.177 -2.109 -5.017  C29 1.404, C57 1.384
179 H 11.809 -3.800 -4.446  C167 1.090
180 C -5.167 -0.363 -1.548  C12 1.536, N107 1.441, H171 1.090, H202 1.090
181 O 7.317 4.713 -3.372  C80 1.419, C222 1.458
182 H -1.671 3.680 4.023  C164 1.090
183 C 1.100 7.727 -1.116  C58 1.568, H100 1.090, H126 1.090, N209 1.509
184 H 3.067 1.180 7.281  C66 1.090
185 O -0.443 -5.141 -1.220  C34 1.408, C229 1.418
186 O -2.988 1.030 5.678  C51 1.409, C111 1.399
187 C -3.233 -1.865 -9.052  C56 1.550, H131 1.090, H141 1.090, O157 1.473
188 C 6.233 -3.182 -2.317  H13 1.090, C45 1.540, N71 1.465, H151 1.090
189 H 2.789 -0.078 0.164  C43 1.090
190 C -5.346 -5.859 4.525  H140 1.090, C165 1.557, O206 1.410, H212 1.090
191 H 2.080 -0.873 4.601  C15 1.090
192 C -0.590 7.551 5.316  H5 1.090, H76 1.090, C94 1.494, H99 1.090
193 H -3.389 -6.582 -1.845  C231 1.090
194 H 2.386 3.904 -0.181  C74 1.090
195 H 2.924 -2.661 -1.240  C217 1.090
196 H 2.567 3.754 4.536  C216 1.090
197 H -1.127 -1.992 -9.556  C56 1.090
198 H 1.429 6.043 -2.153  N209 1.010
199 C -2.142 -1.136 4.932  H3 1.090, C51 1.530, H88 1.090, N123 1.450
200 H 1.345 -2.432 -3.648  C29 1.090
201 H -0.811 7.271 -2.168  C58 1.090
202 H -5.839 -0.378 -0.691  C180 1.090
203 N -3.774 -4.955 -0.658  C124 1.506, H213 1.010, C231 1.477
204 C 0.768 5.408 -0.409  H63 1.090, C74 1.568, H163 1.090, N209 1.476
205 H -7.024 -0.446 -3.435  C37 1.090
206 O -6.349 -5.423 3.634  C119 1.451, C190 1.410
207 H -7.668 0.557 -2.205  C37 1.090
208 H -3.307 -6.312 4.462  C165 1.090
209 N 1.624 6.314 -1.200  C183 1.509, H198 1.010, C204 1.476
210 O -3.903 1.178 -0.271  C12 1.400, C72 1.444
211 C 0.147 -1.687 5.459  C15 1.576, H116 1.090, N123 1.400, H153 1.090
212 H -5.366 -5.358 5.493  C190 1.090
213 H -3.296 -4.174 -0.232  N203 1.010
214 O -0.509 -0.699 -0.522  C27 1.419, H118 0.960
215 H 4.985 -4.150 -3.851  C45 1.090
216 C 1.777 3.565 3.809  H55 1.090, H137 1.090, C159 1.554, H196 1.090
217 C 3.469 -1.946 -1.857  H60 1.090, O101 1.475, H155 1.090, H195 1.090
218 C 1.599 2.048 -1.958  H30 1.090, H32 1.090, H54 1.090, O154 1.441
219 H -1.530 -2.341 -7.185  N42 1.010
220 H -2.510 0.606 3.766  C51 1.090
221 H 5.616 0.492 1.264  C92 1.090
222 C 8.687 5.070 -3.717  H11 1.090, H148 1.090, H161 1.090, O181 1.458
223 H 0.868 3.344 0.359  C74 1.090
224 O -5.004 -3.320 1.443  C98 1.414, C133 1.362
225 H 2.764 6.668 5.535  C169 1.090
226 H -0.679 3.492 2.554  C164 1.090
227 H -4.435 -5.772 1.175  C124 1.090
228 C 6.007 2.093 -0.050  H59 1.090, N68 1.469, C92 1.506, H109 1.090
229 C -1.626 -5.429 -1.948  H23 1.090, H64 1.090, O185 1.418, C231 1.553
230 H -4.818 0.971 6.527  C111 1.090
231 C -2.824 -5.983 -1.130  H114 1.090, H193 1.090, N203 1.477, C229 1.553
232 C -4.541 -3.811 -8.835  H19 1.090, H130 1.090, O157 1.401, H177 1.090

* frontier orbital gap (spin up / spin down): 7.05 / 3.15 eV
* net charge: +1
* max |F|: 3.0 eV/Å
* LUMO (spin up / spin down): -2.44 / -6.34 eV
* multiplicity: 2